Density functional theory data (the ωB97M-V functional and the def2-TZVPD basis) for the ion C3H6O3P with charge -1 in a non-equilibrium geometry.

```
! wB97M-V def2-TZVPD RIJCOSX def2/J DEFGRID3
* xyz -1 1
C 0.90493 -1.87785 0.26854
C 0.46777 0.41510 -1.15856
C 0.09555 -0.52441 0.25436
O 1.97808 -1.85736 0.83312
O 0.36512 -2.82615 -0.24992
O 0.68380 0.28848 1.25186
P -1.75771 -0.76145 0.44330
H -0.01647 -0.06047 -2.03921
H 1.57117 0.22979 -1.20785
H 0.30166 1.55467 -1.19738
H 1.57273 -0.19209 1.29629
H -1.69229 -1.76832 -0.54078
H -1.45434 -1.71544 1.50989
*
```

Kohn-Sham gap, eV: 8.6
Energy relative to the best compared isomer or geometry (same formula, charge and spin), kcal/mol: 65.2
SMILES string: C[C@@](O)(P)C(=O)[O-]
LUMO energy, eV: 4.132

Need the Mulliken charges? In units of e they are: 0.56, -1.03, 0.43, -0.75, -0.69, -0.64, -0.13, 0.31, 0.24, 0.26, 0.36, 0.03, 0.03